1.
Density functional theory data (ωB97M-V/def2-TZVPD) for C4H7ClO2 in the gas phase at a distorted geometry.

Cartesian coordinates (Å):
C 0.309 -0.622 1.396
C 0.501 -0.111 -0.099
C -0.446 1.223 -0.176
O -1.736 0.791 -0.150
C 0.518 -1.259 -1.059
O 0.333 -2.409 -0.757
Cl 0.826 -0.813 -2.713
H -0.738 -0.427 1.534
H 0.952 0.223 1.853
H 0.643 -1.630 1.361
H 1.558 0.219 -0.196
H -0.153 1.738 -1.138
H -0.209 1.688 0.755
H -2.358 1.389 -0.610

Calculated values
E_HOMO (eV): -10.6
Total energy (eV): -20877.78643
ΔE to the lowest compared entry with this formula, charge and spin (kJ/mol): 76.9
SMILES: C[C@H](CO)C(=O)Cl
Orbital gap (eV): 11.13
Max |F| (hartree/bohr): 0.084


2.
Density functional theory data (ωB97M-V/def2-TZVPD) for C4H7ClO2 in the gas phase at a distorted geometry.

Cartesian coordinates (Å):
C -0.232 0.497 -1.303
C -0.670 -0.223 0.010
C -0.537 0.782 1.137
Cl -2.250 -0.824 -0.372
O 0.075 -1.433 0.266
C 1.523 -1.439 0.214
O 2.207 -0.552 -0.194
H 0.888 0.661 -1.232
H -0.797 1.519 -1.270
H -0.475 -0.044 -2.210
H -0.931 0.473 2.052
H 0.576 1.153 1.256
H -1.121 1.765 0.903
H 1.744 -2.337 0.744

Calculated values
E_HOMO (eV): -10.5
Total energy (eV): -20878.16585
ΔE to the lowest compared entry with this formula, charge and spin (kJ/mol): 40.3
SMILES: CC(C)(Cl)OC=O
Orbital gap (eV): 11.40
Max |F| (hartree/bohr): 0.070


3.
Density functional theory data (ωB97M-V/def2-TZVPD) for 2 unconnected molecules or ions with the total composition C4H7ClOS at a distorted geometry.

Cartesian coordinates (Å):
C 0.545 0.002 -1.725
C 0.805 -0.632 -0.376
S 1.540 -2.311 -0.536
Cl 1.945 0.360 0.567
H 0.171 1.015 -1.594
H 1.462 0.044 -2.312
H -0.196 -0.578 -2.272
H -0.108 -0.725 0.220
H 0.524 -2.807 -1.243
C -1.358 1.493 1.474
C -1.316 0.582 2.387
O -1.285 -0.266 3.180
H -2.265 2.032 1.271
H -0.464 1.792 0.959

Calculated values
E_HOMO (eV): -9.4
Total energy (eV): -29665.60203
ΔE to the lowest compared entry with this formula, charge and spin (kJ/mol): 92.3
SMILES: C[C@@H](S)Cl.C=C=O
Orbital gap (eV): 10.06
Max |F| (hartree/bohr): 0.030


4.
Density functional theory data (ωB97M-V/def2-TZVPD) for C4H7ClOS in the gas phase at a distorted geometry.

Cartesian coordinates (Å):
C 1.605 0.702 0.101
C 1.300 1.713 -0.837
C -2.157 -1.603 0.173
C 0.194 -0.220 0.541
O 2.616 0.343 0.586
S -0.630 -1.006 -0.827
Cl 0.776 -1.289 1.851
H 0.268 2.053 -0.723
H 2.156 2.474 -0.776
H 1.318 1.383 -1.919
H -2.853 -2.052 -0.641
H -2.561 -0.821 0.807
H -1.572 -2.319 0.715
H -0.460 0.641 0.948

Calculated values
E_HOMO (spin up / spin down) (eV): -5.6 / -9.3
Total energy (eV): -29661.14611
ΔE to the lowest compared entry with this formula, charge and spin (kJ/mol): 0.0
2S+1: 3
<S²>: 2.009
Orbital gap (spin up / spin down) (eV): 6.30 / 6.56
Max |F| (hartree/bohr): 0.142


5.
Density functional theory data (ωB97M-V/def2-TZVPD) for 2 unconnected molecules or ions with the total composition C4H7ClS at a distorted geometry.

Cartesian coordinates (Å):
C 1.257 -0.580 1.073
C 0.370 -0.533 -0.076
C -0.891 -1.016 -0.508
C 0.780 2.630 -0.926
S 1.881 -0.940 -0.758
Cl 2.476 2.217 -0.718
H 1.856 0.228 1.276
H 1.372 -1.478 1.648
H -0.881 -2.210 -0.485
H -1.099 -0.657 -1.424
H -1.642 -0.531 0.042
H 0.138 2.403 -0.109
H 0.344 2.380 -1.801

Calculated values
E_HOMO (spin up / spin down) (eV): -7.0 / -9.1
Total energy (eV): -27613.64243
ΔE to the lowest compared entry with this formula, charge and spin (kJ/mol): 207.1
2S+1: 3
<S²>: 2.010
Orbital gap (spin up / spin down) (eV): 7.76 / 8.50
Max |F| (hartree/bohr): 0.082


6.
Density functional theory data (ωB97M-V/def2-TZVPD) for a molecular structure, C4H7F at a distorted geometry.

Cartesian coordinates (Å):
C -1.227 -0.845 -0.151
C -0.163 0.150 0.369
C 0.509 1.086 -0.501
C 1.371 0.063 0.326
H -2.286 -0.370 0.189
H -1.201 -1.049 -1.484
H -0.759 -1.707 0.626
H -0.553 0.365 1.396
H 0.047 0.714 -1.444
H 0.602 2.169 -0.447
H 1.745 0.470 1.417
F 1.913 -1.044 -0.296

Calculated values
E_HOMO (eV): -9.9
Total energy (eV): -6974.94707
ΔE to the lowest compared entry with this formula, charge and spin (kJ/mol): 313.2
Orbital gap (eV): 10.91
Max |F| (hartree/bohr): 0.088


7.
Density functional theory data (ωB97M-V/def2-TZVPD) for 2 unconnected molecules or ions with the total composition C4H7F2N2 at a distorted geometry.

Cartesian coordinates (Å):
C -0.319 0.749 0.493
C -0.139 -0.567 -1.353
C -1.266 0.375 -1.565
C 2.157 -1.174 2.337
N 0.392 -0.251 0.019
N -1.276 1.206 -0.268
F 1.962 0.107 2.630
F 2.368 -1.752 3.482
H -0.428 -1.618 -1.427
H 0.600 -0.397 -2.077
H -1.254 0.990 -2.409
H -2.100 -0.241 -1.551
H 0.014 1.297 1.288
H 1.091 -0.771 0.570
H -1.803 2.046 -0.168

Calculated values
Net charge: +1
E_HOMO (eV): -14.8
Total energy (eV): -12667.65210
ΔE to the lowest compared entry with this formula, charge and spin (kJ/mol): 170.8
Orbital gap (eV): 10.78
Max |F| (hartree/bohr): 0.056


8.
Density functional theory data (ωB97M-V/def2-TZVPD) for 2 unconnected molecules or ions with the total composition C4H7F2N2 at a distorted geometry.

Cartesian coordinates (Å):
C 2.194 -0.001 0.105
C -2.251 -0.530 -0.355
C -1.555 0.065 0.933
C -0.797 -0.279 -0.304
N 2.296 0.794 -0.946
N 2.067 -0.280 1.252
F -0.416 0.854 -1.091
F 0.155 -1.224 -0.480
H -2.611 -1.508 -0.502
H -2.849 0.211 -0.897
H -1.824 1.143 1.124
H 1.475 1.147 -1.429
H 3.228 1.070 -1.223
H 2.356 -1.018 1.953
H -1.469 -0.443 1.859

Calculated values
Net charge: +1
E_HOMO (eV): -14.9
Total energy (eV): -12667.04853
ΔE to the lowest compared entry with this formula, charge and spin (kJ/mol): 229.1
Orbital gap (eV): 10.16
Max |F| (hartree/bohr): 0.054


9.
Density functional theory data (ωB97M-V/def2-TZVPD) for a gas-phase ion, C4H7F3N3S (charge +1) at a distorted geometry.

Cartesian coordinates (Å):
C 1.095 -0.171 1.207
N -0.022 -1.088 1.057
C -0.724 -1.112 -0.123
C -1.801 -2.234 -0.102
F -2.441 -2.284 -1.269
F -1.257 -3.418 0.138
F -2.705 -1.982 0.844
N -1.350 0.158 -0.440
C -1.130 0.700 -1.626
N -0.306 0.055 -2.401
S 0.330 -1.408 -1.784
H 1.922 -0.428 0.539
H 0.768 0.846 1.001
H 1.441 -0.225 2.235
H 0.146 -1.994 1.478
H -1.975 0.562 0.246
H -1.597 1.630 -1.916
H -0.040 0.360 -3.330

Calculated values
Net charge: +1
E_HOMO (eV): -13.7
Total energy (eV): -27712.92996
ΔE to the lowest compared entry with this formula, charge and spin (kJ/mol): 0.0
SMILES: CN[C@@]1(C(F)(F)F)[NH+]=CNS1
Orbital gap (eV): 9.88
Max |F| (hartree/bohr): 0.020


10.
Density functional theory data (ωB97M-V/def2-TZVPD) for a molecular structure, C4H7FI2 at a distorted geometry.

Cartesian coordinates (Å):
C -1.214 -0.043 -1.350
C -0.861 -0.710 -0.056
C -0.488 0.019 1.159
C 1.923 0.666 0.805
F 2.521 0.896 1.993
I 2.508 -1.302 0.047
I 2.224 2.396 -0.486
H -1.951 0.729 -1.371
H -1.682 -0.854 -2.034
H -0.388 0.443 -1.890
H -0.092 -1.435 -0.189
H -1.851 -1.299 0.122
H -0.127 -0.603 1.854
H -0.521 1.099 1.396

Calculated values
E_HOMO (spin up / spin down) (eV): -8.4 / -8.2
Total energy (eV): -23176.04098
ΔE to the lowest compared entry with this formula, charge and spin (kJ/mol): 319.4
Orbital gap (spin up / spin down) (eV): 7.69 / 7.07
Max |F| (hartree/bohr): 0.091